Entry 1:
A cluster of 3 separate species, C13H21O5PS2 in total in a non-equilibrium geometry, computed with ωB97M-V with the def2-TZVPD basis set.

```
! RIJCOSX wB97M-V def2-TZVPD def2/J DEFGRID3
* xyz 0 1
C -3.0265 -2.3682 -2.5743
C -3.4848 -1.8995 -1.4087
C -2.6769 -1.8141 -0.1404
C -1.5702 -0.7797 -0.1043
C -0.6874 -0.7931 0.9068
P -0.7481 -2.0185 2.2466
S -2.2990 -1.8251 3.4134
C 0.4106 0.2203 1.0338
O 1.3954 -0.0031 1.7037
C 0.2517 1.5029 0.2959
S 1.2281 2.8835 0.7833
C -0.6176 1.5382 -0.7154
O -0.7899 2.6282 -1.5064
C -1.4160 0.3207 -1.1233
O -1.8457 0.2906 -2.2462
H -2.4587 -3.2878 -2.6811
H -3.2782 -1.8356 -3.4859
H -4.5100 -1.5409 -1.3513
H -3.3291 -1.5694 0.7019
H -2.2345 -2.7943 0.0777
H -0.6199 -3.2883 1.6598
H 0.4402 -1.8292 2.9444
H 2.4280 2.3307 0.5593
H -1.3652 3.2715 -1.0801
C -0.4520 3.5876 -5.2145
C -0.0186 2.1350 -5.2736
O 1.1734 1.9118 -4.5261
H 0.3377 4.2345 -5.5987
H -1.3572 3.7524 -5.8011
H -0.6504 3.8837 -4.1819
H 0.1957 1.8410 -6.3005
H -0.8131 1.4860 -4.8904
H 0.9872 2.1590 -3.6138
C 3.9228 -0.9118 5.9398
C 3.4955 -1.9504 4.9208
O 2.1379 -1.7779 4.5231
H 3.2821 -0.9594 6.8207
H 4.9571 -1.0691 6.2488
H 3.8380 0.0946 5.5233
H 3.5634 -2.9529 5.3413
H 4.1431 -1.9054 4.0386
H 2.0610 -0.8985 4.1349
*
```

Properties
**Energy**: -55014.5264 eV
**Gap between HOMO and LUMO**: 6.78 eV
**E_HOMO**: -8.6711 eV
**LUMO**: -1.9 eV
**SMILES**: C=CCC1=C([PH2]=S)C(=O)C(S)=C(O)C1=O.CCO.CCO

=====

Entry 2:
A structure of composition C13H22AsOS4W in a non-equilibrium geometry, computed with ωB97M-V with the def2-TZVPD basis set.

```
! RIJCOSX wB97M-V def2-TZVPD def2/J DEFGRID3
* xyz 1 3
W 0.9966 -1.3615 1.5888
S 1.2615 -0.0318 3.6245
S -0.4408 -1.0769 3.5518
S 0.8617 -3.6603 2.2330
S -0.1704 -3.1395 0.5314
C 4.5979 -2.1241 0.2045
C 3.8986 -0.7838 0.2766
C 3.6296 -0.2049 -1.0979
C 4.6108 0.1930 1.1851
O 2.5744 -1.0492 0.8751
H 5.5677 -2.0000 -0.2763
H 4.0071 -2.8323 -0.3761
H 4.7517 -2.5312 1.2034
H 4.5758 0.0028 -1.5953
H 3.0699 0.7288 -1.0158
H 3.0623 -0.9102 -1.7058
H 5.5730 0.4558 0.7470
H 4.7855 -0.2466 2.1674
H 4.0254 1.1062 1.3053
C -0.5006 2.0803 0.6815
As -0.5499 0.1784 0.3776
C -0.4538 0.0985 -1.5453
C -2.4197 -0.2348 0.8073
C -3.3981 0.3672 -0.1536
C -4.0310 1.5709 0.1443
C -4.9654 2.1111 -0.7292
C -5.2749 1.4523 -1.9100
C -4.6466 0.2509 -2.2172
C -3.7145 -0.2872 -1.3438
H -1.3639 2.5020 0.1717
H 0.4170 2.4942 0.2712
H -0.5496 2.2935 1.7468
H -1.3100 0.6337 -1.9454
H -0.4669 -0.9339 -1.8868
H 0.4708 0.5727 -1.8673
H -2.5642 0.1577 1.8139
H -2.4985 -1.3187 0.8528
H -3.8078 2.0801 1.0758
H -5.4601 3.0412 -0.4807
H -6.0139 1.8659 -2.5837
H -4.8929 -0.2721 -3.1326
H -3.2439 -1.2378 -1.5739
*
```

Properties
**Energy**: -121886.6140 eV
**Gap between HOMO and LUMO (alpha / beta)**: 7.36 / 5.60 eV
**E_HOMO (alpha / beta)**: -11.3550 / -11.3417 eV
**LUMO (alpha / beta)**: -4.0 / -5.7 eV

=====

Entry 3:
A cluster of 6 separate species, C13H22Br4FN3O6 in total in a non-equilibrium geometry, computed with ωB97M-V with the def2-TZVPD basis set.

```
! RIJCOSX wB97M-V def2-TZVPD def2/J DEFGRID3
* xyz 0 1
C 2.8836 3.7701 0.4244
N 2.8181 2.5645 -0.4879
O 2.1084 1.6554 -0.0922
O 3.4023 2.5661 -1.5317
H 2.5771 4.5883 -0.2222
H 3.8511 3.8324 0.9063
H 2.1133 3.6048 1.1673
C -0.1948 -5.5745 -1.8269
N -0.4593 -6.9247 -1.2828
O -0.0048 -7.1922 -0.1894
O -1.1663 -7.6593 -1.9423
H 0.7835 -5.2070 -1.5388
H -1.0583 -4.9915 -1.5167
H -0.1812 -5.6082 -2.9143
C 0.6605 1.5495 -3.3912
N 1.3455 1.2699 -4.6839
O 1.4311 2.1850 -5.4811
O 1.7660 0.1460 -4.8465
H 0.2150 2.5372 -3.3397
H 1.3880 1.4782 -2.5848
H -0.1127 0.7896 -3.2972
Br -1.8763 0.1619 6.7462
C -2.2499 -0.6847 5.0183
C -1.8745 -2.1432 5.0041
Br -2.9820 -3.1727 6.2419
H -1.6719 -0.1613 4.2498
H -3.2674 -0.3830 4.7808
H -0.8380 -2.2477 5.3149
H -1.9342 -2.5398 3.9930
Br -0.5791 -1.6880 -2.0463
C 0.8175 -1.2930 -0.7074
C 0.6018 -2.2269 0.4690
Br -1.0962 -1.8842 1.4159
H 0.6842 -0.2603 -0.3994
H 1.7999 -1.3875 -1.1592
H 1.3532 -2.0250 1.2314
H 0.6817 -3.2731 0.1942
F 0.1889 4.8173 1.4324
C -0.3981 3.9009 0.6452
C -0.7929 4.2666 -0.6225
C -1.3999 3.3168 -1.4480
C -1.5613 2.0297 -0.9755
C -1.1936 1.6696 0.3310
C -0.6461 2.6361 1.1592
H -0.5682 5.2720 -0.9568
H -1.6826 3.5864 -2.4556
H -1.9151 1.2627 -1.6557
H -1.4236 0.6806 0.7019
H -0.3426 2.3901 2.1692
*
```

Properties
**Energy**: -313472.0060 eV
**Gap between HOMO and LUMO**: 9.66 eV
**E_HOMO**: -9.9649 eV
**LUMO**: -0.3 eV
**SMILES**: C[N+](=O)[O-].C[N+](=O)[O-].C[N+](=O)[O-].Fc1ccccc1.BrCCBr.BrCCBr

=====

Please write out number 1 again, unchanged.
A cluster of 3 separate species, C13H21O5PS2 in total in a non-equilibrium geometry, computed with ωB97M-V with the def2-TZVPD basis set.

```
! RIJCOSX wB97M-V def2-TZVPD def2/J DEFGRID3
* xyz 0 1
C -3.0265 -2.3682 -2.5743
C -3.4848 -1.8995 -1.4087
C -2.6769 -1.8141 -0.1404
C -1.5702 -0.7797 -0.1043
C -0.6874 -0.7931 0.9068
P -0.7481 -2.0185 2.2466
S -2.2990 -1.8251 3.4134
C 0.4106 0.2203 1.0338
O 1.3954 -0.0031 1.7037
C 0.2517 1.5029 0.2959
S 1.2281 2.8835 0.7833
C -0.6176 1.5382 -0.7154
O -0.7899 2.6282 -1.5064
C -1.4160 0.3207 -1.1233
O -1.8457 0.2906 -2.2462
H -2.4587 -3.2878 -2.6811
H -3.2782 -1.8356 -3.4859
H -4.5100 -1.5409 -1.3513
H -3.3291 -1.5694 0.7019
H -2.2345 -2.7943 0.0777
H -0.6199 -3.2883 1.6598
H 0.4402 -1.8292 2.9444
H 2.4280 2.3307 0.5593
H -1.3652 3.2715 -1.0801
C -0.4520 3.5876 -5.2145
C -0.0186 2.1350 -5.2736
O 1.1734 1.9118 -4.5261
H 0.3377 4.2345 -5.5987
H -1.3572 3.7524 -5.8011
H -0.6504 3.8837 -4.1819
H 0.1957 1.8410 -6.3005
H -0.8131 1.4860 -4.8904
H 0.9872 2.1590 -3.6138
C 3.9228 -0.9118 5.9398
C 3.4955 -1.9504 4.9208
O 2.1379 -1.7779 4.5231
H 3.2821 -0.9594 6.8207
H 4.9571 -1.0691 6.2488
H 3.8380 0.0946 5.5233
H 3.5634 -2.9529 5.3413
H 4.1431 -1.9054 4.0386
H 2.0610 -0.8985 4.1349
*
```

Properties
**Energy**: -55014.5264 eV
**Gap between HOMO and LUMO**: 6.78 eV
**E_HOMO**: -8.6711 eV
**LUMO**: -1.9 eV
**SMILES**: C=CCC1=C([PH2]=S)C(=O)C(S)=C(O)C1=O.CCO.CCO

=====

> Among the records above, which one has the lowest energy?

C13H22Br4FN3O6

=====

> Look up the energy of the first one.

-55014.5264 eV